*P*
ORCA calculation (wB97M-V/def2-TZVPD) on a cluster of 11 separate species, C24H70O11 in total.

CARTESIAN COORDINATES (ANGSTROEM)
C1 3.49790 -14.48030 2.15871
C2 2.24032 -13.87936 2.74617
C3 0.98077 -14.12321 1.93716
O1 2.08768 -14.41299 4.08913
H1 3.51167 -14.16693 1.10880
H2 3.42221 -15.56931 2.17870
H3 4.41267 -14.14102 2.63460
H4 2.35037 -12.78699 2.81140
H5 0.99919 -13.72035 0.92066
H6 0.07813 -13.67647 2.35369
H7 0.88322 -15.19947 1.77420
H8 1.57986 -13.73350 4.54764
C4 -0.54759 -21.70997 1.96748
C5 -0.94842 -22.71262 3.05726
C6 0.20447 -23.64440 3.46245
O2 -1.30383 -22.00073 4.23176
H9 0.40382 -21.27019 2.29506
H10 -1.37150 -20.99789 1.99820
H11 -0.28035 -22.06141 0.97229
H12 -1.78691 -23.34978 2.78133
H13 -0.07528 -24.19272 4.36347
H14 1.09175 -23.08099 3.77831
H15 0.56621 -24.35881 2.71885
H16 -0.61890 -21.37164 4.47663
C7 -1.87700 -15.46083 -1.02437
C8 -1.39577 -16.58676 -0.12284
C9 -1.90523 -17.97196 -0.47274
O3 0.02751 -16.54153 -0.18599
H17 -1.23759 -15.37408 -1.90373
H18 -2.00664 -14.48523 -0.55798
H19 -2.87895 -15.72280 -1.39080
H20 -1.76506 -16.32873 0.88034
H21 -1.40262 -18.79332 0.03697
H22 -1.73346 -18.15738 -1.54148
H23 -2.98615 -18.04544 -0.33861
H24 0.42312 -17.16260 0.44712
C10 3.33198 -18.06560 -0.31786
C11 4.72021 -17.86912 -0.96233
C12 5.93626 -17.76021 -0.03765
O4 4.95804 -18.85933 -1.96056
H25 3.15425 -19.01182 0.18612
H26 2.61245 -17.93525 -1.12514
H27 3.19388 -17.20139 0.33896
H28 4.59474 -16.92989 -1.51371
H29 6.74081 -17.11665 -0.39640
H30 6.35256 -18.73036 0.24353
H31 5.67946 -17.25439 0.90224
H32 5.49316 -19.54822 -1.55396
C13 -4.91734 -13.63076 -3.52401
C14 -4.83958 -13.19882 -2.05802
C15 -5.56979 -11.88509 -1.84809
O5 -5.37744 -14.20751 -1.20948
H33 -5.93990 -13.79109 -3.88033
H34 -4.32228 -14.52575 -3.69903
H35 -4.58726 -12.83281 -4.19615
H36 -3.79911 -12.97526 -1.81319
H37 -5.26273 -11.36743 -0.93705
H38 -6.64344 -12.06199 -1.68430
H39 -5.54160 -11.19070 -2.68709
H40 -6.32671 -14.04021 -1.21617
C16 0.32261 -8.71345 0.59554
C17 -0.15514 -10.16446 0.71170
C18 -0.49248 -10.88761 -0.56509
O6 0.92321 -10.93630 1.29220
H41 -0.45503 -8.10672 0.12786
H42 1.23889 -8.67336 0.00878
H43 0.50960 -8.35252 1.60647
H44 -0.99776 -10.15108 1.41059
H45 0.29276 -10.84612 -1.31807
H46 -1.41232 -10.50764 -1.01657
H47 -0.67351 -11.92149 -0.26486
H48 0.98297 -10.76108 2.23608
C19 -1.80102 -10.99260 -4.94050
C20 -0.60218 -11.74293 -4.42945
C21 -0.91909 -13.21267 -4.09421
O7 0.53567 -11.57426 -5.26410
H49 -2.64779 -11.16357 -4.27329
H50 -2.17400 -11.50301 -5.84595
H51 -1.61567 -9.95896 -5.21525
H52 -0.41996 -11.23255 -3.46700
H53 -0.21387 -13.90465 -4.56090
H54 -1.84454 -13.49864 -4.60731
H55 -1.00316 -13.39751 -3.02693
H56 1.23605 -12.07122 -4.82769
C22 -3.76278 -17.64163 -4.31546
C23 -3.16778 -18.87060 -5.01692
C24 -3.85631 -20.14090 -4.54479
O8 -3.31939 -18.69458 -6.42560
H57 -3.71043 -17.68390 -3.22122
H58 -4.79292 -17.42168 -4.58864
H59 -3.09914 -16.80177 -4.53689
H60 -2.10145 -18.92532 -4.79551
H61 -3.48406 -21.07990 -4.94406
H62 -4.94609 -20.03864 -4.57975
H63 -3.71382 -20.17998 -3.45507
H64 -4.20255 -19.00107 -6.65484
O9 -4.55376 -15.99890 0.91984
H65 -4.46847 -15.62388 0.03103
H66 -5.40884 -16.44033 0.91767
O10 -1.69342 -18.51135 3.08867
H67 -1.20405 -19.27954 3.39403
H68 -1.30291 -18.30266 2.23281
O11 1.01961 -18.40074 1.78524
H69 1.23019 -19.30853 2.03080
H70 1.59048 -17.85548 2.34511

As for the SMILES: CC(C)O.CC(C)O.CC(C)O.CC(C)O.CC(C)O.CC(C)O.CC(C)O.CC(C)O.O.O.O. The LUMO energy is 0.25 eV. The spin multiplicity is 1.

*Q*
ORCA calculation (wB97M-V/def2-TZVPD) on a structure of composition C24H70O11.

CARTESIAN COORDINATES (ANGSTROEM)
O1 -2.29516 0.83173 1.42158
H1 -2.86494 0.74977 0.65682
H2 -2.15646 1.77395 1.51764
O2 -2.86907 3.09836 -0.92405
H3 -3.02230 2.24759 -0.51303
H4 -3.25639 3.01707 -1.79560
O3 -2.95017 0.19656 3.16726
H5 -3.58535 0.91261 3.17451
H6 -2.48221 0.29925 2.33859
C1 -0.90358 -0.90662 5.56145
C2 -1.00809 -1.36817 4.07533
C3 -0.44329 -0.31220 3.12699
O4 -0.33240 -2.52304 3.92452
H7 -0.44941 -1.71944 6.12816
H8 -1.78760 -0.80541 6.19103
H9 -0.13585 -0.14457 5.69553
H10 -2.02632 -1.69902 3.87075
H11 -0.87134 0.66806 3.33668
H12 -0.73310 -0.51840 2.09665
H13 0.64113 -0.20764 3.16167
H14 -0.58534 -2.90552 3.08112
C4 -1.98989 -4.42929 -0.10177
C5 -1.63608 -2.95975 -0.27499
C6 -2.89769 -2.09203 -0.34808
O5 -0.70373 -2.39780 0.66759
H15 -2.43517 -4.77105 -1.03613
H16 -2.61080 -4.60714 0.77627
H17 -1.13423 -5.07674 0.08990
H18 -1.19123 -2.89471 -1.26796
H19 -3.21295 -1.79782 0.65299
H20 -3.66931 -2.72640 -0.78429
H21 -2.97096 -1.21963 -0.99743
H22 -0.91355 -1.46621 0.76609
C7 0.25316 -2.82285 -1.97025
C8 1.05923 -3.56763 -0.82429
C9 2.30873 -2.80758 -0.31119
O6 0.25439 -4.00338 0.27363
H23 -0.31819 -1.99308 -1.55415
H24 -0.42582 -3.55165 -2.41289
H25 0.94972 -2.47507 -2.73311
H26 1.42642 -4.46047 -1.33035
H27 3.12223 -2.62114 -1.01230
H28 2.77241 -3.43685 0.44850
H29 1.91321 -1.85123 0.03097
H30 -0.38105 -3.34775 0.57020
C10 -1.01398 1.18339 -0.57125
C11 -0.85487 -0.34002 -0.33724
C12 0.53926 -0.66514 0.22286
O7 -1.76570 -0.78956 0.66525
H31 -0.15954 1.59706 -1.10689
H32 -1.21064 1.76796 0.32747
H33 -1.85291 1.35105 -1.24668
H34 -0.90547 -0.77049 -1.33736
H35 0.73517 -0.36158 1.25124
H36 1.38305 -0.25899 -0.33496
H37 0.67121 -1.74654 0.25840
H38 -1.81376 -0.17833 1.40395
C13 1.47313 1.33207 2.26241
C14 0.26029 2.30196 2.28982
C15 0.43643 3.46259 3.25561
O8 0.04284 2.81775 1.03171
H39 1.22356 0.39002 1.77416
H40 1.78973 0.98913 3.24744
H41 2.34208 1.73747 1.74408
H42 -0.68032 1.87558 2.63844
H43 1.28995 4.04819 2.91407
H44 0.76746 3.16288 4.24994
H45 -0.40812 4.15071 3.29216
H46 -0.89017 3.03861 0.98364
C16 0.01634 -0.94842 -2.88007
C17 -0.32191 0.32091 -3.70554
C18 -0.53990 1.57247 -2.88433
O9 0.85456 0.48941 -4.47659
H47 -0.85299 -1.27479 -2.30925
H48 0.88368 -0.87669 -2.22381
H49 0.17913 -1.77541 -3.57122
H50 -1.16371 0.07415 -4.35253
H51 0.36060 1.74192 -2.29401
H52 -1.40435 1.29712 -2.28018
H53 -0.69067 2.47589 -3.47527
H54 0.78314 1.20950 -5.10744
C19 -0.37516 4.04809 -2.33962
C20 0.35459 3.78494 -1.02286
C21 1.54826 2.79640 -1.26715
O10 0.90546 5.01596 -0.67079
H55 0.22565 4.48687 -3.13624
H56 -1.30662 4.56208 -2.10235
H57 -0.68801 3.10452 -2.78674
H58 -0.33182 3.38226 -0.27801
H59 2.24811 3.10128 -2.04519
H60 1.23302 1.85749 -1.72231
H61 2.11801 2.58277 -0.36280
H62 0.23568 5.59104 -0.29358
C22 2.43126 0.32815 -1.39036
C23 3.64303 -0.54513 -1.94616
C24 4.51089 -1.09726 -0.79976
O11 3.03862 -1.56153 -2.74098
H63 1.83854 -0.36684 -0.79558
H64 1.78059 0.76909 -2.14554
H65 2.54740 1.14753 -0.68096
H66 4.22655 0.18774 -2.50337
H67 5.29306 -1.77810 -1.13558
H68 3.90767 -1.68734 -0.10979
H69 4.98705 -0.34582 -0.16990
H70 2.67420 -1.07412 -3.48343

The LUMO energy is -0.84 eV. The spin multiplicity is 1.

What should be chosen as the least stable of them? Choose *Q*.

*P*
ORCA calculation (wB97M-V/def2-TZVPD) on a cluster of 2 separate species, C2H7O2 in total.

CARTESIAN COORDINATES (ANGSTROEM)
O1 0.26134 -0.85731 1.85312
H1 0.61788 -0.10992 0.63023
H2 0.53599 -1.77762 1.97230
H3 0.61680 -0.39261 2.62526
O2 0.89882 0.51785 -0.17038
C1 0.12542 0.58195 -1.14302
C2 -1.21608 0.02188 -1.14184
H4 0.53256 1.14264 -1.96951
H5 -1.33479 -0.86514 -0.51021
H6 -1.61855 -0.20600 -2.11557
H7 -1.88511 0.77923 -0.70868

The LUMO energy is -5.27 eV. As for the net charge: +1. The spin multiplicity is 1.

*Q*
ORCA calculation (wB97M-V/def2-TZVPD) on a cluster of 2 separate species, C2H7O2 in total.

CARTESIAN COORDINATES (ANGSTROEM)
C1 -0.75183 0.83999 -1.95058
C2 0.81614 -0.62968 1.88306
O1 0.08788 -0.75143 0.72992
O2 -0.90458 0.83486 -0.72572
H1 -1.62377 0.56214 -2.57616
H2 -0.22864 1.67341 -2.49935
H3 0.22038 -0.00516 -2.16204
H4 1.70780 -0.04869 1.47226
H5 0.30604 -0.08432 2.68951
H6 1.29902 -1.63635 2.18365
H7 -0.92844 -0.75479 0.95546

The LUMO energy (alpha / beta) is -7.36 / -9.58 eV. As for the net charge: +1. The spin multiplicity is 1.

What should be chosen as the least stable of them? Choose *Q*.

*P*
ORCA calculation (wB97M-V/def2-TZVPD) on an isolated molecule of H2NP.

CARTESIAN COORDINATES (ANGSTROEM)
H1 -1.29826 1.14661 -0.09613
N1 -0.81886 0.14276 0.05412
P1 1.00519 0.26001 -0.02808
H2 0.91653 -1.17745 0.26729

As for the SMILES: [H]/N=P/[H]. The LUMO energy is -1.13 eV. The spin multiplicity is 1.

*Q*
ORCA calculation (wB97M-V/def2-TZVPD) on a cluster of 2 separate species, H2NP in total.

CARTESIAN COORDINATES (ANGSTROEM)
N1 0.59802 0.11596 0.14319
P1 -0.81788 -0.04438 -0.40063
H1 0.54939 -0.24358 1.96864
H2 -0.32953 0.17199 -1.71119

The LUMO energy (alpha / beta) is -0.67 / -0.43 eV. The spin multiplicity is 1.

What should be chosen as the least stable of them? Choose *Q*.

*P*
ORCA calculation (wB97M-V/def2-TZVPD) on an isolated molecule of Cl2H3PSi.

CARTESIAN COORDINATES (ANGSTROEM)
P1 -1.46669 0.06684 -0.06628
Si1 0.72255 -0.23462 -0.35718
Cl1 1.02178 -2.16979 -0.53680
Cl2 1.94865 0.67031 1.02478
H1 -1.55100 1.40224 0.31074
H2 -1.55389 -0.00661 1.29840
H3 0.87860 0.27162 -1.67367

As for the SMILES: P[SiH](Cl)Cl. The LUMO energy is 0.63 eV. The spin multiplicity is 1.

*Q*
ORCA calculation (wB97M-V/def2-TZVPD) on a cluster of 2 separate species, Cl2H3PSi in total.

CARTESIAN COORDINATES (ANGSTROEM)
Si1 -2.21378 0.24406 0.00633
P1 -0.89931 -0.69323 1.58414
Cl1 -3.43831 1.82587 0.31356
Cl2 -3.44741 -1.24381 -0.76891
H1 0.78150 0.39068 -1.96234
H2 0.27214 -0.08121 1.25282
H3 -0.21168 -1.64200 0.90958

The LUMO energy (alpha / beta) is -0.29 / -1.20 eV. The spin multiplicity is 1.

What should be chosen as the least stable of them? Choose *Q*.

*P*
ORCA calculation (wB97M-V/def2-TZVPD) on a cluster of 2 separate species, C5H12NO2 in total.

CARTESIAN COORDINATES (ANGSTROEM)
O1 -0.11622 0.82483 1.32744
C1 1.11603 0.77807 1.09613
O2 1.67800 0.24927 0.09959
C2 2.03205 1.56212 2.04490
H1 2.81437 0.92859 2.46236
H2 2.53353 2.35406 1.48400
H3 1.44815 2.02960 2.83662
C3 -0.91591 -0.14983 -1.45317
C4 -1.12495 -1.39371 -0.62807
C5 -2.40928 -1.34401 0.23948
N1 0.03681 -0.46663 -2.53928
H4 -0.50347 0.58289 -0.75632
H5 -1.86748 0.20896 -1.86116
H6 -0.27992 -1.55035 0.04356
H7 -1.17381 -2.28730 -1.26039
H8 -3.25203 -1.13047 -0.42335
H9 -2.30328 -0.55907 0.98508
H10 -2.55627 -2.31373 0.71642
H11 0.96331 -0.28202 -2.18690
H12 -0.13742 0.10954 -3.34670

The LUMO energy is 4.34 eV. As for the net charge: -1. The spin multiplicity is 1.

*Q*
ORCA calculation (wB97M-V/def2-TZVPD) on a cluster of 2 separate species, C5H12NO2 in total.

CARTESIAN COORDINATES (ANGSTROEM)
C1 1.33261 0.16613 0.74095
O1 0.98997 0.95449 -0.26127
C2 0.36809 -1.10068 0.89301
C3 -1.00585 -0.51509 1.38360
C4 -1.30077 0.68251 0.58954
C5 -1.41140 0.87873 -1.72104
N1 -1.90407 0.24818 -0.72922
H1 2.39991 -0.10774 0.58262
H2 1.44854 0.51590 1.81831
H3 0.93019 -1.78912 1.41066
H4 0.22927 -1.46099 -0.14393
H5 -1.08447 -0.20016 2.49763
H6 -1.73183 -1.31994 1.30249
H7 -0.73356 1.64429 0.58213
H8 -2.29469 1.19311 1.16500
H9 -1.85025 0.92320 -2.68992
H10 -0.50370 1.42580 -1.64542
H11 1.28734 -0.46903 -1.82790
H12 2.83240 -0.58652 -1.90290
O2 2.00227 -1.08305 -2.04434

The LUMO energy is 4.18 eV. As for the net charge: -1. The spin multiplicity is 1.

What should be chosen as the least stable of them? Choose *Q*.